Computed, not measured: a molecular structure, C16H22CuN6O5STe, with ωB97M-V with the def2-TZVPD basis set.

Computed properties:
Charge: -2
2S+1: 2
Electronic energy in eV: -98894.3771
Energy relative to the best compared isomer or geometry (same formula, charge and spin) in eV: 0.6009
E_LUMO (alpha / beta) in Eh: 0.1599 / 0.1598

CARTESIAN COORDINATES (ANGSTROEM)
Cu: 1.605 0.775 -1.540
N: 3.522 1.463 -0.316
N: 4.434 1.585 -1.366
C: 3.930 1.769 -2.687
O: 4.757 2.156 -3.506
O: 2.721 1.499 -2.899
H: 3.232 2.339 0.116
H: 3.805 0.778 0.375
H: 5.290 2.110 -1.191
O: 0.996 0.060 0.063
O: 1.161 -1.341 -0.112
Te: -0.142 2.809 -1.403
C: -3.304 5.548 1.164
C: -1.855 5.483 1.548
C: -1.404 5.931 2.791
C: -0.028 5.910 2.977
N: 0.820 5.463 2.072
C: 0.281 4.952 0.956
S: 1.357 4.237 -0.165
N: -1.021 4.975 0.655
H: -3.833 6.294 1.754
H: -3.772 4.579 1.337
H: -3.392 5.786 0.107
H: -2.084 6.294 3.549
H: 0.432 6.274 3.890
C: -1.248 -2.133 2.218
C: -0.444 -3.184 1.459
N: -1.182 -3.809 0.386
C: -2.200 -4.749 0.813
C: -3.616 -4.232 0.567
C: -0.564 -4.113 -0.832
O: -0.911 -5.154 -1.415
C: 0.401 -3.221 -1.430
C: 1.245 -3.785 -2.364
C: 2.019 -3.027 -3.236
C: 1.839 -1.649 -3.214
N: 1.047 -1.013 -2.390
C: 0.431 -1.722 -1.275
H: -0.613 -1.688 2.979
H: -2.119 -2.568 2.706
H: -1.563 -1.346 1.538
H: -0.106 -3.966 2.168
H: 0.436 -2.703 1.035
H: -2.069 -4.978 1.878
H: -2.059 -5.666 0.227
H: -3.808 -3.319 1.125
H: -4.343 -4.984 0.873
H: -3.750 -4.026 -0.491
H: 1.258 -4.868 -2.431
H: 2.668 -3.491 -3.968
H: 2.334 -1.015 -3.947
H: -0.596 -1.317 -1.150


Computed, not measured: a molecular structure, C16H22F6N3O12PTi, with ωB97M-V with the def2-TZVPD basis set.

Computed properties:
Charge: +1
2S+1: 2
Electronic energy in eV: -94691.3988
Energy relative to the best compared isomer or geometry (same formula, charge and spin) in eV: 0.5736
E_LUMO (alpha / beta) in Eh: -0.1643 / -0.1650

CARTESIAN COORDINATES (ANGSTROEM)
Ti: 0.416 -0.254 -0.251
C: 2.443 -0.673 -2.456
C: 1.154 -1.101 -3.141
O: 0.069 -0.837 -2.231
C: -1.101 -1.644 -2.488
C: -2.141 -1.230 -1.485
O: -1.515 -1.342 -0.199
C: -2.443 -1.189 0.914
C: -2.104 -2.250 1.928
O: -0.730 -2.099 2.214
C: 0.040 -3.283 2.147
C: 0.192 -3.798 0.729
O: 0.864 -2.848 -0.116
C: 2.157 -3.234 -0.574
C: 3.042 -2.016 -0.492
O: 2.308 -0.906 -1.046
H: 2.640 0.386 -2.586
H: 3.286 -1.241 -2.847
H: 1.149 -2.171 -3.358
H: 0.992 -0.548 -4.066
H: -0.817 -2.691 -2.364
H: -1.442 -1.467 -3.509
H: -2.998 -1.905 -1.535
H: -2.477 -0.203 -1.638
H: -3.464 -1.274 0.543
H: -2.300 -0.196 1.334
H: -2.333 -3.243 1.533
H: -2.700 -2.101 2.833
H: -0.403 -4.076 2.761
H: 1.011 -3.027 2.571
H: -0.779 -4.002 0.274
H: 0.749 -4.736 0.739
H: 2.078 -3.598 -1.605
H: 2.574 -4.037 0.036
H: 3.975 -2.143 -1.040
H: 3.267 -1.747 0.536
O: -2.310 7.112 0.752
N: -1.234 6.659 0.430
O: -0.217 7.290 0.244
C: -1.154 5.198 0.255
C: 0.042 4.633 -0.101
C: 0.092 3.251 -0.259
C: -1.017 2.412 -0.051
O: -0.987 1.114 -0.080
C: -2.219 3.083 0.267
C: -2.303 4.435 0.452
N: -3.433 2.261 0.444
O: -4.082 2.436 1.445
O: -3.692 1.478 -0.449
N: 1.335 2.676 -0.684
O: 2.307 3.352 -0.800
O: 1.350 1.460 -1.012
H: 0.918 5.246 -0.254
H: -3.231 4.908 0.743
F: 1.439 -0.685 1.411
P: 2.231 0.598 2.459
F: 3.108 0.915 1.155
F: 3.259 -0.532 2.873
F: 2.861 1.752 3.297
F: 1.053 1.536 1.819
F: 1.222 0.134 3.579


Computed, not measured: a molecular structure, C16H22N4O2S, with ωB97M-V with the def2-TZVPD basis set.

Computed properties:
Charge: 0
Electronic energy in eV: -37840.1848
Energy relative to the best compared isomer or geometry (same formula, charge and spin) in eV: 1.1093
E_LUMO in Eh: 0.0236

CARTESIAN COORDINATES (ANGSTROEM)
C: 1.077 0.975 -4.425
C: 0.953 1.494 -3.000
C: 0.290 0.500 -2.014
C: -1.148 0.155 -2.412
C: 1.101 -0.726 -1.958
N: 1.758 -1.665 -1.883
C: 0.282 1.213 -0.645
O: -0.545 2.070 -0.408
N: 1.265 0.867 0.214
C: 1.519 1.617 1.435
C: 2.316 0.774 2.393
C: 3.632 0.838 2.558
C: 4.564 1.761 1.817
N: 5.802 1.130 1.366
C: 5.906 -0.032 0.642
O: 6.869 -0.760 0.753
C: 4.762 -0.372 -0.303
C: 4.704 0.456 -1.553
C: 4.634 -0.021 -2.828
C: 4.582 1.036 -3.779
C: 4.563 0.845 -5.264
N: 4.592 2.248 -3.273
S: 4.693 2.165 -1.635
H: 1.599 1.709 -5.037
H: 1.646 0.044 -4.460
H: 0.103 0.798 -4.881
H: 1.944 1.753 -2.619
H: 0.350 2.403 -2.970
H: -1.605 -0.502 -1.672
H: -1.726 1.075 -2.459
H: -1.171 -0.345 -3.378
H: 1.956 0.200 -0.089
H: 2.026 2.556 1.201
H: 0.555 1.885 1.866
H: 1.753 0.045 2.965
H: 4.106 0.174 3.274
H: 4.054 2.231 0.977
H: 4.870 2.577 2.474
H: 6.599 1.247 1.975
H: 4.900 -1.413 -0.585
H: 3.825 -0.312 0.255
H: 4.612 -1.072 -3.076
H: 4.137 -0.122 -5.530
H: 3.989 1.636 -5.742
H: 5.580 0.885 -5.657


Computed, not measured: a single C16H22N6O3S2 molecule in a non-equilibrium geometry, with ωB97M-V with the def2-TZVPD basis set.

Computed properties:
Charge: 0
Electronic energy in eV: -53701.4824
SMILES: Cc1ccc(S(=O)(=O)N2CCN(C(=O)CSc3nnnn3C)CC2)c(C)c1
E_LUMO in Eh: 0.0191

CARTESIAN COORDINATES (ANGSTROEM)
C: -1.699 -5.392 3.985
C: -1.131 -4.230 3.230
C: -1.282 -4.149 1.850
C: -0.740 -3.085 1.155
C: -0.047 -2.096 1.829
S: 0.620 -0.748 0.858
O: 2.006 -0.546 1.153
O: 0.231 -0.971 -0.509
N: -0.243 0.554 1.516
C: -1.526 0.766 0.882
C: -1.433 1.880 -0.185
N: -0.076 1.991 -0.654
C: 0.440 1.536 -1.819
O: 1.612 1.670 -2.097
C: -0.533 0.883 -2.791
S: 0.269 0.813 -4.412
C: 0.449 2.520 -4.589
N: -0.232 3.469 -3.975
N: 0.259 4.613 -4.426
N: 1.185 4.429 -5.271
N: 1.350 3.110 -5.412
C: 2.329 2.505 -6.257
C: 0.845 2.453 0.368
C: 0.509 1.776 1.710
C: 0.123 -2.147 3.206
C: 0.864 -1.077 3.937
C: -0.429 -3.227 3.886
H: -1.710 -5.198 5.054
H: -1.096 -6.281 3.804
H: -2.713 -5.606 3.653
H: -1.821 -4.921 1.322
H: -0.834 -3.005 0.084
H: -1.814 -0.183 0.429
H: -2.264 1.030 1.648
H: -1.701 2.845 0.261
H: -2.120 1.679 -1.003
H: -1.459 1.441 -2.913
H: -0.718 -0.143 -2.473
H: 1.849 2.037 -7.119
H: 3.010 3.285 -6.592
H: 2.870 1.744 -5.694
H: 0.782 3.544 0.455
H: 1.849 2.179 0.038
H: 1.427 1.510 2.232
H: -0.090 2.432 2.349
H: 1.108 -1.397 4.947
H: 0.253 -0.177 3.990
H: 1.776 -0.828 3.401
H: -0.304 -3.287 4.958


Computed, not measured: a molecular structure, C16H22NO3RhS5Sb in a non-equilibrium geometry, with ωB97M-V with the def2-TZVPD basis set.

Computed properties:
Charge: -1
2S+1: 5
Electronic energy in eV: -88305.6097
Energy relative to the best compared isomer or geometry (same formula, charge and spin) in eV: 0.4958
E_LUMO (alpha / beta) in Eh: 0.1008 / 0.0397

CARTESIAN COORDINATES (ANGSTROEM)
Rh: 0.679 -1.541 0.172
O: 5.788 -1.445 4.808
C: 4.903 -1.325 4.007
S: 5.153 -1.275 2.262
C: 3.457 -1.167 1.778
C: 2.540 -1.111 2.801
S: 0.864 -0.927 2.624
S: 3.200 -1.170 4.437
S: 3.118 -1.085 0.118
S: 0.321 -1.473 -2.439
C: -1.305 -1.351 -1.916
C: -2.413 -1.339 -2.776
C: -3.674 -1.332 -2.227
C: -3.818 -1.359 -0.839
C: -2.680 -1.324 -0.059
N: -1.465 -1.282 -0.582
H: -2.245 -1.344 -3.844
H: -4.551 -1.320 -2.861
H: -4.792 -1.398 -0.376
H: -2.734 -1.336 1.021
C: 0.837 4.098 1.744
C: 1.139 3.714 0.311
Sb: 0.707 1.592 -0.190
C: -1.451 1.968 -0.371
C: -2.154 1.727 0.954
C: 1.305 1.918 -2.287
C: 0.553 2.994 -3.047
H: 1.070 5.151 1.916
H: 1.425 3.502 2.439
H: -0.217 3.949 1.968
H: 2.191 3.888 0.088
H: 0.546 4.323 -0.369
H: -1.831 1.289 -1.132
H: -1.599 2.991 -0.715
H: -1.832 0.782 1.390
H: -3.236 1.689 0.819
H: -1.923 2.517 1.666
H: 1.198 0.958 -2.786
H: 2.368 2.158 -2.245
H: -0.521 2.819 -3.020
H: 0.868 2.993 -4.092
H: 0.757 3.981 -2.634
C: -0.248 -5.665 0.494
C: 0.138 -4.187 0.512
O: -0.646 -3.365 1.033
O: 1.224 -3.838 -0.002
H: -1.223 -5.795 0.958
H: 0.496 -6.250 1.029
H: -0.286 -5.997 -0.540


Computed, not measured: a single C16H22Si2 molecule in a non-equilibrium geometry, with ωB97M-V with the def2-TZVPD basis set.

Computed properties:
Charge: 0
Electronic energy in eV: -32703.2177
Energy relative to the best compared isomer or geometry (same formula, charge and spin) in eV: 1.8625
SMILES: C[Si](C)(C)C#Cc1cccc(C#C[Si](C)(C)C)c1
E_LUMO in Eh: 0.0119

CARTESIAN COORDINATES (ANGSTROEM)
C: -1.248 2.174 4.541
Si: -2.642 2.441 3.334
C: -4.069 1.200 3.497
C: -3.431 4.111 3.730
C: -1.929 2.202 1.695
C: -1.590 1.855 0.582
C: -1.196 1.471 -0.735
C: -1.791 2.052 -1.836
C: -1.400 1.698 -3.093
C: -0.421 0.743 -3.343
C: 0.207 0.165 -2.247
C: 1.209 -0.817 -2.438
C: 2.010 -1.725 -2.513
Si: 3.214 -3.043 -2.268
C: 2.372 -4.655 -1.684
C: 4.222 -2.410 -0.796
C: 4.386 -3.475 -3.661
C: -0.226 0.513 -0.959
H: -1.533 2.694 5.479
H: -0.404 2.707 4.086
H: -1.068 1.124 4.751
H: -4.422 1.158 4.508
H: -3.649 0.234 3.185
H: -4.879 1.368 2.806
H: -2.744 4.945 3.477
H: -4.359 4.272 3.178
H: -3.647 4.138 4.798
H: -2.633 2.711 -1.661
H: -1.933 2.142 -3.920
H: -0.252 0.340 -4.336
H: 1.399 -4.662 -2.164
H: 2.240 -4.733 -0.597
H: 2.920 -5.509 -2.024
H: 5.280 -2.495 -0.919
H: 3.961 -2.981 0.107
H: 4.038 -1.344 -0.596
H: 5.074 -4.270 -3.383
H: 3.746 -3.819 -4.482
H: 4.937 -2.601 -4.007
H: 0.251 0.077 -0.094


Computed, not measured: a molecular structure, C16H23AgN6Se in a non-equilibrium geometry, with ωB97M-V with the def2-TZVPD basis set.

Computed properties:
Charge: 0
Electronic energy in eV: -95249.3136
E_LUMO in Eh: -0.0141

CARTESIAN COORDINATES (ANGSTROEM)
Ag: 0.600 0.050 -0.140
C: -2.104 1.230 -3.702
C: -1.422 0.842 -2.433
N: -0.187 0.460 -2.292
C: 0.650 -0.111 -3.337
C: 1.292 -1.418 -2.839
N: 2.007 -1.121 -1.588
C: 2.608 -2.314 -0.956
C: 2.949 -2.140 0.556
N: 2.503 -0.843 1.137
C: 2.271 -0.786 2.625
C: 0.779 -0.791 3.032
N: -0.096 -0.226 1.985
C: -1.249 0.299 2.280
C: -1.814 0.518 3.644
C: -2.074 0.699 1.170
C: -3.422 1.099 1.262
C: -4.144 1.455 0.114
C: -3.514 1.355 -1.117
C: -2.146 0.962 -1.147
N: -1.481 0.600 -0.030
H: -1.601 0.804 -4.595
H: -2.032 2.306 -3.867
H: -3.144 0.883 -3.709
H: 1.427 0.607 -3.694
H: -0.006 -0.405 -4.208
H: 1.927 -1.786 -3.657
H: 0.485 -2.191 -2.703
H: 2.659 -0.349 -1.698
H: 3.514 -2.683 -1.446
H: 1.911 -3.212 -1.031
H: 4.050 -2.259 0.714
H: 2.527 -2.991 1.113
H: 3.128 -0.077 0.805
H: 2.679 0.175 2.999
H: 2.817 -1.611 3.110
H: 0.658 -0.250 3.993
H: 0.377 -1.843 3.251
H: -2.507 -0.331 3.865
H: -2.439 1.414 3.690
H: -1.083 0.682 4.450
H: -3.846 1.185 2.252
H: -5.141 1.819 0.249
H: -3.944 1.663 -2.047
Se: 2.270 2.701 -0.228
C: 1.743 2.904 1.507
N: 1.564 3.026 2.661


Computed, not measured: a molecular structure, C16H23BrO6 in a non-equilibrium geometry, with ωB97M-V with the def2-TZVPD basis set.

Computed properties:
Charge: 0
Electronic energy in eV: -99275.5588
Energy relative to the best compared isomer or geometry (same formula, charge and spin) in eV: 14.6758
E_LUMO in Eh: 0.0261

CARTESIAN COORDINATES (ANGSTROEM)
Br: -1.470 3.502 3.242
C: -1.376 2.709 1.563
C: -2.523 1.910 1.144
C: -2.282 1.184 -0.151
C: -1.047 1.367 -1.073
C: 0.024 1.999 -0.473
C: -0.010 2.599 0.797
H: 0.531 3.364 1.014
O: 0.933 2.091 -1.392
C: 2.133 2.949 -0.951
C: 2.849 2.149 0.148
O: 3.759 1.217 -0.549
C: 3.406 0.137 -0.726
C: 2.986 -0.723 0.815
O: 1.754 -0.416 1.215
C: 0.849 -1.441 0.943
C: -0.185 -1.287 1.966
O: -0.885 -2.654 2.121
C: -2.274 -2.737 1.377
C: -1.921 -3.068 -0.073
O: -2.042 -1.700 -0.860
C: -1.719 -1.884 -2.042
H: -0.752 -2.088 -2.219
C: -1.835 -0.406 -2.547
H: -3.137 0.145 -2.655
H: -1.693 -0.201 -3.700
O: -0.754 0.695 -2.168
H: -2.544 -2.361 -2.651
H: -0.858 -3.534 -0.320
H: -2.641 -3.628 -0.522
H: -2.675 -3.749 1.744
H: -2.878 -1.966 1.376
H: 0.093 -1.127 2.956
H: -0.978 -0.535 1.673
H: 1.223 -2.368 0.767
H: 0.202 -1.059 0.017
H: 3.143 -1.680 0.505
H: 3.869 -0.440 1.689
H: 3.980 -0.587 -1.172
H: 2.279 -0.096 -1.106
H: 3.800 3.062 0.657
H: 2.465 1.596 1.066
H: 2.727 2.914 -1.921
H: 1.922 3.884 -0.669
H: -3.178 0.409 -0.561
H: -3.272 1.852 1.705


Computed, not measured: a single C16H23ClN2O3S molecule, with ωB97M-V with the def2-TZVPD basis set.

Computed properties:
Charge: 0
Electronic energy in eV: -49446.0267
Energy relative to the best compared isomer or geometry (same formula, charge and spin) in eV: 0.4415
SMILES: CS(=O)(=O)N(CC(=O)N1CCCCCC1)Cc1ccc(Cl)cc1
E_LUMO in Eh: 0.0232

CARTESIAN COORDINATES (ANGSTROEM)
C: -0.039 -1.249 -1.865
S: 0.823 -2.140 -0.545
O: 0.434 -3.518 -0.639
O: 2.223 -1.821 -0.627
N: 0.328 -1.601 0.939
C: 1.122 -0.569 1.553
C: 1.108 0.721 0.731
O: 0.146 0.994 0.026
N: 2.170 1.539 0.821
C: 3.385 1.271 1.558
C: 4.424 0.513 0.726
C: 4.764 1.219 -0.587
C: 3.610 1.154 -1.592
C: 2.619 2.318 -1.504
C: 2.206 2.684 -0.071
C: -0.999 -1.943 1.392
C: -2.076 -1.004 0.911
C: -2.247 0.246 1.494
C: -3.201 1.126 1.021
C: -4.002 0.750 -0.044
Cl: -5.198 1.844 -0.642
C: -3.864 -0.498 -0.629
C: -2.901 -1.365 -0.147
H: -0.936 -1.799 -2.109
H: 0.641 -1.222 -2.706
H: -0.267 -0.250 -1.515
H: 0.741 -0.372 2.558
H: 2.137 -0.962 1.620
H: 3.152 0.718 2.470
H: 3.801 2.238 1.860
H: 5.326 0.402 1.332
H: 4.046 -0.483 0.486
H: 5.051 2.257 -0.399
H: 5.630 0.714 -1.018
H: 4.015 1.146 -2.607
H: 3.084 0.209 -1.446
H: 3.050 3.210 -1.964
H: 1.727 2.047 -2.071
H: 2.901 3.412 0.353
H: 1.207 3.127 -0.087
H: -0.988 -1.981 2.487
H: -1.177 -2.950 1.007
H: -1.628 0.540 2.328
H: -3.324 2.098 1.473
H: -4.502 -0.784 -1.450
H: -2.793 -2.344 -0.593


Computed, not measured: a molecular structure, C16H23ClN4O3PS in a non-equilibrium geometry, with ωB97M-V with the def2-TZVPD basis set.

Computed properties:
Charge: +1
Electronic energy in eV: -61709.1253
Energy relative to the best compared isomer or geometry (same formula, charge and spin) in eV: 0.0000
E_LUMO in Eh: -0.0968

CARTESIAN COORDINATES (ANGSTROEM)
C: 5.642 -1.732 0.628
O: 4.985 -0.501 0.896
C: 5.587 0.188 1.979
C: 4.686 1.299 2.511
C: 3.651 1.815 1.483
C: 2.264 1.911 2.071
C: 1.254 1.036 1.585
C: -0.023 1.012 2.052
P: -1.265 -0.114 1.337
O: -2.059 -0.650 2.648
O: -0.364 -1.399 0.831
C: -0.362 1.923 3.090
N: -1.535 2.079 3.707
S: -1.367 3.219 4.797
N: 0.191 3.605 4.578
C: 0.620 2.814 3.606
C: 1.940 2.792 3.060
Cl: 3.053 3.942 3.697
H: 6.671 -1.723 0.975
H: 5.656 -1.916 -0.441
H: 5.103 -2.529 1.138
H: 5.757 -0.525 2.790
H: 6.576 0.559 1.709
H: 4.202 0.981 3.427
H: 5.327 2.128 2.779
H: 3.623 1.195 0.598
H: 3.919 2.829 1.193
H: 1.550 0.359 0.797
H: -1.488 -0.846 3.405
H: -0.268 -2.066 1.523
C: -4.115 -1.491 -0.701
C: -3.068 -0.786 -1.546
N: -3.281 -1.017 -2.989
C: -2.354 -1.527 -3.865
C: -2.939 -1.563 -5.087
N: -4.212 -1.070 -4.935
C: -4.392 -0.740 -3.659
C: -5.220 -0.930 -5.990
H: -4.118 -2.563 -0.899
H: -3.901 -1.331 0.353
H: -5.117 -1.109 -0.902
H: -2.075 -1.149 -1.295
H: -3.083 0.287 -1.371
H: -1.375 -1.806 -3.518
H: -2.589 -1.883 -6.052
H: -5.291 -0.318 -3.243
H: -5.515 0.113 -6.074
H: -6.085 -1.541 -5.747
H: -4.797 -1.262 -6.932